The following is a quantum chemistry calculation of an isolated ion of composition C4H8N3 and charge +1 in a non-equilibrium geometry, from the OMol25 dataset.

The net charge is +1. Its energy relative to the best compared isomer or geometry (same formula, charge and spin) is 58.20 kcal per mole. As for the gap between HOMO and LUMO: 11.07 eV. As for the structure (SMILES): Cc1[nH]nc[n+]1C.

```
15
Properties=species:S:1:pos:R:3:forces:R:3
C 1.0123 1.4101 0.2370 -0.831 0.373 -1.850
C -0.2503 0.6766 0.0154 -2.745 0.285 2.045
N -1.6487 0.9911 0.3583 5.583 1.562 -1.692
N -2.3790 -0.0436 0.0239 -0.748 -0.475 0.410
C -1.5616 -0.9953 -0.2877 -0.942 -1.093 0.423
N -0.2369 -0.6344 -0.2446 -1.729 2.319 -0.354
C 0.9977 -1.3438 -0.3160 1.279 -2.818 0.061
H 0.9801 2.3749 -0.2980 0.475 -0.460 0.326
H 1.1007 1.5269 1.2572 0.115 0.922 2.460
H 1.8533 0.7593 0.0161 -0.009 0.563 -0.737
H -1.9737 1.9747 0.5882 0.103 -1.945 -0.566
H -1.9750 -1.9765 -0.3628 0.388 -0.573 -0.528
H 0.8582 -2.4598 -0.3037 -0.296 1.166 0.418
H 1.6027 -1.2277 -1.2103 -0.415 0.697 -0.384
H 1.6202 -1.0325 0.5269 -0.229 -0.522 -0.032
```
Positions in Å, forces in eV/Å.

These are the Löwdin partial charges, in e, on atoms 1 to 6: 0.04 -0.14 0.11 0.09 -0.07 -0.02


The following is a quantum chemistry calculation of C48H98IN13O13S2 as an isolated structure in a non-equilibrium geometry, from the OMol25 dataset.

The net charge is 0. As for the gap between HOMO and LUMO: 8.18 eV.

```
175
Properties=species:S:1:pos:R:3:forces:R:3
C -2.1487 -1.4806 -1.8099 0.365 -0.115 0.002
C -1.3128 -0.7892 -2.8895 0.286 -0.135 0.167
C -0.5700 0.4446 -2.3632 -0.557 -0.155 0.028
C -1.2935 1.7655 -2.5784 0.457 -0.245 -0.088
O -2.6926 1.5547 -2.5021 0.030 0.281 0.349
C -3.6106 2.5906 -2.5817 -0.135 -0.742 0.497
I -2.8287 4.5635 -3.0020 0.131 0.276 -0.070
C -4.4002 2.2987 -3.7751 -0.990 -0.155 -1.417
N -4.9829 2.0821 -4.7514 0.601 0.126 0.998
C -4.5472 2.5738 -1.2524 0.355 0.649 -0.289
C -5.9343 2.8565 -1.6723 -1.609 -0.162 -0.590
N -7.0461 2.9887 -1.9667 1.203 0.017 0.377
C -4.2173 3.6548 -0.2186 0.062 -0.387 0.518
C -2.8438 3.5681 0.4313 -0.381 0.539 0.309
C -2.6645 4.7913 1.3597 -0.121 -0.329 0.008
S -1.0517 5.5879 1.1949 -0.283 0.018 -0.455
C -0.0314 4.1959 1.6198 -0.004 -0.414 0.242
S -0.4129 3.3431 2.9463 0.524 -0.243 0.134
N 1.0837 3.9124 0.8161 -0.285 1.478 -0.045
C 1.0270 4.4526 -0.5616 0.242 -0.233 -0.068
C 1.7241 5.7863 -0.6891 -0.444 0.018 -0.079
O 3.1080 5.6994 -0.4265 0.139 0.093 -0.077
C 3.4133 4.5986 0.4088 0.060 0.170 -0.083
C 2.3595 4.3562 1.4601 0.118 -0.935 0.163
O -4.4162 1.2854 -0.7605 0.201 -0.105 -0.279
C -5.3458 0.8170 0.2048 0.034 -0.334 0.440
C -4.8216 -0.5283 0.6645 -0.141 0.269 -0.622
H -3.0914 -1.8569 -2.1720 -0.361 -0.001 -0.141
H -2.3020 -0.8295 -0.9608 -0.261 0.245 0.158
H -1.5934 -2.3408 -1.4427 0.041 -0.149 0.170
H -1.9036 -0.5485 -3.7687 -0.129 0.124 -0.114
H -0.5519 -1.4968 -3.2056 0.080 -0.108 -0.286
H -0.4174 0.3166 -1.2954 0.227 -0.096 0.165
H 0.3951 0.5216 -2.8535 0.257 0.149 0.048
H -0.9671 2.4527 -1.8035 -0.010 0.357 0.023
H -1.0258 2.1529 -3.5592 -0.126 0.248 -0.179
H -4.4371 4.6368 -0.6197 0.098 0.159 -0.241
H -4.9300 3.5208 0.5940 -0.305 0.023 0.037
H -2.8196 2.6699 1.0365 0.369 -0.332 -0.078
H -2.0398 3.5592 -0.2930 0.141 -0.206 -0.189
H -2.7994 4.5094 2.3956 -0.021 -0.007 0.207
H -3.4148 5.5407 1.1334 0.051 0.372 -0.082
H 1.4959 3.7236 -1.2168 0.128 -0.135 -0.128
H 0.0097 4.5748 -0.9093 -0.235 -0.154 0.138
H 1.2431 6.4938 -0.0114 0.063 0.170 0.160
H 1.5599 6.1651 -1.6940 0.244 0.103 -0.220
H 3.5456 3.6995 -0.1944 0.026 -0.211 -0.051
H 4.3666 4.8200 0.8767 0.118 0.041 0.141
H 2.7246 3.5682 2.1121 -0.069 -0.163 0.169
H 2.2091 5.2351 2.0834 -0.088 0.260 -0.049
H -5.4312 1.4937 1.0540 0.039 0.271 0.033
H -6.3286 0.6872 -0.2420 -0.233 0.238 -0.148
H -5.0175 -1.2433 -0.1286 -0.020 -0.328 0.015
H -3.7475 -0.4673 0.7893 0.159 0.000 0.427
H -5.3217 -0.8237 1.5800 0.036 -0.175 0.182
C -4.9564 -1.3985 -5.1260 0.030 -0.067 0.063
C -4.5804 -2.8177 -4.7763 -0.025 0.183 0.133
O -4.4722 -3.1835 -3.6144 -0.034 -0.156 -0.012
N -4.3525 -3.6836 -5.7983 -0.033 0.067 -0.082
C -4.4365 -3.4156 -7.2216 0.112 -0.229 0.243
H -5.0958 -0.8477 -4.2017 0.011 -0.010 0.036
H -4.1665 -0.9186 -5.7044 -0.067 0.040 -0.079
H -5.8780 -1.3580 -5.7064 0.053 0.042 -0.096
H -4.0973 -4.6094 -5.4953 0.012 -0.018 0.012
H -5.1797 -4.0720 -7.6806 -0.007 0.056 -0.080
H -3.4697 -3.6027 -7.6949 -0.026 0.050 -0.078
H -4.7236 -2.3850 -7.4013 -0.024 -0.005 -0.004
C -1.6246 -1.7788 3.1933 -0.274 0.267 -0.169
C -1.0633 -0.4399 2.7895 -0.001 0.037 0.037
O -1.7062 0.3794 2.1402 -0.250 0.002 -0.102
N 0.2000 -0.1563 3.1754 0.080 -0.085 -0.006
C 1.1095 -1.0014 3.9259 0.076 0.340 -0.086
H -2.6407 -1.8570 2.8178 -0.024 -0.003 -0.014
H -1.0259 -2.5858 2.7817 0.048 -0.089 0.088
H -1.6459 -1.8763 4.2791 0.080 -0.093 0.018
H 0.5122 0.7616 2.8899 -0.004 0.029 0.043
H 1.3999 -0.5010 4.8527 0.010 -0.119 0.068
H 2.0100 -1.1849 3.3356 0.018 -0.119 0.050
H 0.6492 -1.9556 4.1609 0.008 -0.023 -0.025
C 6.1026 1.2441 -2.1540 -0.045 -0.080 -0.023
C 6.4494 0.5669 -0.8465 0.025 0.031 -0.069
O 6.2554 -0.6321 -0.6827 0.025 0.125 0.098
N 6.9911 1.3445 0.1206 -0.259 -0.015 -0.151
C 7.3019 2.7653 0.0508 0.004 -0.388 0.380
H 5.6869 0.4973 -2.8226 -0.003 -0.047 0.021
H 5.3663 2.0335 -2.0007 0.041 0.062 -0.028
H 6.9898 1.6798 -2.6133 -0.025 0.073 -0.003
H 7.2065 0.8600 0.9783 0.151 0.023 0.005
H 8.3645 2.9088 0.2280 0.023 0.146 -0.066
H 6.7471 3.3008 0.8239 -0.004 0.092 -0.060
H 7.0479 3.1779 -0.9168 0.051 0.022 -0.022
C -6.7793 -2.3848 -9.9396 0.018 0.021 0.056
C -5.9494 -1.1409 -9.7120 -0.037 0.046 -0.022
O -5.7105 -0.7176 -8.5934 -0.009 -0.052 -0.003
N -5.4741 -0.4990 -10.8108 -0.009 -0.063 -0.078
C -5.6554 -0.8485 -12.2064 0.109 0.180 0.132
H -7.0826 -2.7717 -8.9725 0.005 0.027 0.040
H -7.6712 -2.1549 -10.5227 0.008 -0.036 -0.048
H -6.2026 -3.1483 -10.4631 -0.037 -0.005 -0.049
H -4.9323 0.3219 -10.5918 0.002 0.025 0.005
H -4.6911 -1.0265 -12.6849 -0.017 -0.056 -0.031
H -6.1578 -0.0409 -12.7409 -0.045 -0.038 -0.033
H -6.2558 -1.7467 -12.2969 -0.016 -0.023 -0.005
C -5.9756 -4.0788 1.1202 0.230 0.085 0.009
C -5.7324 -3.8640 2.5927 -0.156 -0.047 -0.015
O -4.6550 -3.4862 3.0219 0.062 -0.005 0.104
N -6.7762 -4.0901 3.4378 -0.009 0.004 -0.045
C -8.1172 -4.5341 3.1079 0.118 0.057 0.200
H -5.0535 -3.8296 0.6048 -0.012 0.032 -0.068
H -6.2318 -5.1148 0.8971 -0.120 0.029 0.014
H -6.7687 -3.4170 0.7713 -0.036 -0.090 -0.105
H -6.5554 -3.9191 4.4058 0.000 -0.006 0.029
H -8.8555 -3.7960 3.4255 -0.032 0.000 -0.056
H -8.3423 -5.4781 3.6070 -0.025 -0.029 -0.055
H -8.2136 -4.6783 2.0377 -0.003 -0.004 -0.026
C 10.2175 2.9588 -2.9058 -0.037 0.022 0.027
C 10.2579 4.1042 -1.9196 -0.001 -0.011 -0.001
O 9.2408 4.6274 -1.4957 0.013 0.025 -0.071
N 11.4810 4.5315 -1.5121 0.062 -0.045 -0.052
C 12.7849 4.0299 -1.9012 -0.090 0.175 0.154
H 9.1784 2.7398 -3.1281 -0.033 0.030 0.013
H 10.7272 3.2237 -3.8324 0.041 -0.046 -0.003
H 10.6855 2.0678 -2.4862 0.034 -0.009 -0.037
H 11.4414 5.2940 -0.8548 0.003 0.014 0.019
H 13.3299 3.6653 -1.0293 0.020 -0.059 -0.026
H 13.3750 4.8199 -2.3682 0.021 -0.036 -0.053
H 12.6810 3.2141 -2.6076 0.000 -0.022 -0.018
C 8.6607 -1.8632 1.2392 0.124 0.086 -0.017
C 9.6289 -1.0939 2.1019 -0.052 0.031 -0.057
O 9.6864 0.1274 2.0712 -0.045 0.017 0.035
N 10.4407 -1.8019 2.9314 -0.017 -0.060 -0.013
C 10.5088 -3.2402 3.1024 0.108 0.190 0.091
H 8.0908 -1.1631 0.6406 -0.048 -0.036 -0.057
H 9.1811 -2.5463 0.5671 0.002 -0.061 0.044
H 7.9665 -2.4350 1.8505 -0.061 -0.130 0.033
H 11.0592 -1.2265 3.4804 0.011 0.008 0.009
H 10.2863 -3.5148 4.1352 -0.040 -0.048 -0.022
H 11.5066 -3.6088 2.8593 -0.017 -0.053 -0.038
H 9.7924 -3.7305 2.4528 -0.016 -0.009 -0.013
C -4.8221 2.4321 4.8927 -0.026 0.025 -0.050
C -6.0607 2.0813 4.0993 0.115 -0.022 0.022
O -6.6997 2.9246 3.4917 0.005 0.020 -0.081
N -6.4341 0.7742 4.0794 0.100 0.064 0.137
C -5.7891 -0.3557 4.7289 -0.360 0.019 -0.392
H -4.6573 3.5011 4.8067 -0.028 0.032 -0.017
H -4.9480 2.1765 5.9451 0.045 -0.036 0.011
H -3.9491 1.9057 4.5041 0.026 -0.032 0.022
H -7.2608 0.6010 3.5303 -0.019 -0.014 -0.016
H -5.4930 -1.0832 3.9709 0.174 -0.105 0.160
H -6.4861 -0.8336 5.4210 0.082 -0.021 0.076
H -4.9113 -0.0369 5.2782 0.041 0.012 -0.019
C -1.1466 -6.0447 2.1439 0.024 0.025 0.006
C -0.7238 -5.4711 3.4761 -0.080 0.054 -0.076
O -0.0337 -4.4674 3.5539 0.145 -0.092 0.053
N -1.1498 -6.1073 4.5974 -0.003 -0.106 -0.017
C -1.9760 -7.2941 4.6968 0.101 0.171 0.155
H -0.7313 -5.4219 1.3586 0.025 0.040 0.016
H -0.7749 -7.0628 2.0231 -0.049 -0.030 -0.010
H -2.2331 -6.0503 2.0510 -0.010 -0.028 0.009
H -0.8395 -5.6707 5.4506 -0.011 0.019 0.015
H -2.8953 -7.0742 5.2419 -0.046 -0.030 -0.048
H -1.4452 -8.0873 5.2260 -0.016 -0.050 -0.042
H -2.2392 -7.6547 3.7088 -0.010 -0.007 -0.024
C 4.6035 1.2128 6.4467 -0.043 0.001 0.024
C 3.9938 -0.0917 6.9078 -0.070 0.033 -0.007
O 2.9539 -0.1307 7.5413 -0.043 0.045 0.022
N 4.6478 -1.2377 6.5829 0.064 0.017 0.008
C 5.8774 -1.3878 5.8368 -0.074 -0.142 0.077
H 3.9608 2.0208 6.7799 -0.042 -0.011 0.025
H 5.5975 1.3515 6.8729 0.033 0.002 -0.059
H 4.6777 1.2445 5.3589 0.062 0.005 0.000
H 4.1878 -2.0696 6.9161 -0.022 -0.020 -0.006
H 5.7038 -1.9831 4.9406 0.062 0.008 -0.103
H 6.6364 -1.8892 6.4415 0.039 0.051 -0.030
H 6.2616 -0.4185 5.5372 0.008 0.007 -0.006
```
Positions in Å, forces in eV/Å.

These are the Löwdin partial charges, in e, on atoms 1 to 6: -0.08 -0.23 -0.16 -0.24 -0.13 -0.69


The following is a quantum chemistry calculation of an isolated ion of composition C11H15N2O and charge +1 in a non-equilibrium geometry, from the OMol25 dataset.

The net charge is +1. Its energy relative to the best compared isomer or geometry (same formula, charge and spin) is 34.64 kcal per mole. As for the gap between HOMO and LUMO: 7.45 eV. As for the structure (SMILES): [H]/N=C/[NH+]=C1\C=CC=C\C1=C(\O)C(C)C.

```
29
Properties=species:S:1:pos:R:3:forces:R:3
H -2.4118 -1.4040 -3.2591 -1.376 -0.447 -0.781
N -2.2376 -0.8120 -2.4938 0.946 1.722 2.425
C -2.9974 -0.4440 -1.5480 -1.875 -1.785 -0.287
N -2.5069 0.2680 -0.4529 1.795 1.217 -1.287
C -1.2840 0.9961 -0.6482 0.285 -0.984 2.897
C -1.1567 2.0789 -1.5091 -1.102 -0.462 0.292
C -0.1317 2.9469 -1.3408 2.302 2.247 -3.197
C 0.9949 2.7237 -0.5226 0.354 1.123 -0.353
C 0.9411 1.6653 0.3252 -1.651 -0.008 -0.432
C -0.1635 0.7629 0.2694 -0.923 -1.578 -0.124
C -0.0113 -0.5291 0.9792 -1.615 1.596 0.008
O -1.1340 -1.1490 1.3476 1.682 -0.961 0.711
C 1.3709 -1.0329 1.2336 -0.434 -0.975 1.351
C 1.4657 -2.2337 2.1960 0.327 0.073 -1.874
C 2.1550 -1.1293 -0.0365 0.557 -0.003 -0.637
H -4.1137 -0.6841 -1.3636 1.614 0.091 -0.621
H -2.8381 0.1120 0.5015 0.133 0.014 -0.888
H -1.9354 2.2924 -2.2177 -0.241 0.014 -0.104
H -0.0390 3.8427 -2.1148 -0.464 -1.847 1.943
H 1.8875 3.4090 -0.5911 -1.318 -0.689 0.461
H 1.5039 1.6620 1.2070 1.553 -0.467 0.742
H -1.0347 -2.0017 1.9123 0.395 1.750 -1.457
H 1.8936 -0.3141 1.8262 0.016 1.332 0.276
H 2.4718 -2.4565 2.4959 0.746 0.448 0.022
H 1.1903 -3.1522 1.7176 -0.884 -0.623 -0.020
H 0.9572 -1.9632 3.0699 -1.083 -0.210 1.436
H 2.3809 -0.1354 -0.4206 -0.151 -0.206 -0.248
H 1.6878 -1.7450 -0.7945 -0.138 -0.045 -0.199
H 3.0952 -1.5735 0.2319 0.548 -0.336 -0.056
```
Positions in Å, forces in eV/Å.

These are the Löwdin partial charges, in e, on atoms 1 to 6: 0.04 0.13 -0.28 0.05 -0.13 -0.02